Entry 1:
Computed, not measured: a cluster of 2 separate species, C3H7NO2 in total, with ωB97M-V with the def2-TZVPD basis set.

Results
Relative energy (zero: lowest compared OMol25 entry of this formula, charge and spin) = 90.7 kJ/mol

Geometry (Å):
C (-2.3655, -0.1211, 0.5501)
C (-0.9712, -0.5751, 0.8478)
O (-0.1794, 0.0665, 1.4932)
H (-3.0749, -0.8126, 1.0047)
H (-2.5305, -0.1943, -0.5266)
H (-2.5205, 0.9038, 0.8883)
H (-0.6863, -1.5525, 0.4233)
N (2.2854, 0.6383, -0.1753)
C (1.8739, 0.1044, -1.3424)
O (1.0649, -0.7920, -1.4511)
H (1.8134, 0.3606, 0.6804)
H (2.9400, 1.3973, -0.1738)
H (2.3507, 0.5766, -2.2186)

Entry 2:
Computed, not measured: a structure of composition C11H24ClO4P2Tc, with ωB97M-V with the def2-TZVPD basis set.

Results
⟨S²⟩ = 3.77
Relative energy (zero: lowest compared OMol25 entry of this formula, charge and spin) = 0.0 kJ/mol
Net charge = +3
Multiplicity = 4

Geometry (Å):
C (-4.1079, -1.3374, -2.6242)
C (-2.9332, -1.0986, -1.7513)
H (-4.5846, -2.2954, -2.3721)
H (-3.7821, -1.3553, -3.6773)
H (-4.8269, -0.5166, -2.4882)
O (-2.5056, -1.7753, -0.8405)
Cl (-2.0938, 0.4607, -2.1987)
Tc (0.3740, 0.3365, -0.0027)
P (1.3336, -1.2766, -1.3964)
C (2.3723, -2.6480, -0.7677)
C (0.2510, -2.0596, -2.6218)
H (0.7985, -2.7913, -3.2247)
H (3.0003, -0.9775, -3.1904)
H (-0.1715, -1.2856, -3.2732)
H (2.0713, 0.5264, -2.8539)
H (1.7332, -3.3834, -0.2649)
H (-0.5331, -2.5958, -2.0822)
C (2.5652, -0.3460, -2.4025)
H (2.9104, -3.1491, -1.5854)
H (3.3721, 0.0127, -1.7463)
H (3.0969, -2.2540, -0.0422)
P (-1.1887, 1.0373, 1.6043)
C (-1.0009, 0.5463, 3.3568)
C (-1.0080, 2.8567, 1.6673)
H (-3.0626, 1.0602, 0.1346)
H (-3.6070, 1.2651, 1.8461)
H (-3.1023, -0.3359, 1.2219)
C (-2.9208, 0.7392, 1.1706)
H (-0.8670, 3.2259, 0.6458)
H (-1.8867, 3.3310, 2.1227)
H (-1.6251, 1.1519, 4.0251)
H (0.0546, 0.6719, 3.6318)
H (-0.1134, 3.1159, 2.2468)
H (-1.2609, -0.5146, 3.4679)
C (0.5784, -1.0290, 1.3039)
O (0.6386, -1.8553, 2.1244)
C (3.6743, 2.4541, 1.5784)
C (2.4756, 1.5605, 1.5886)
O (2.0795, 0.9995, 2.5991)
O (1.8832, 1.4712, 0.3919)
H (4.1174, 2.5357, 2.5634)
H (3.3778, 3.4419, 1.2318)
H (4.4236, 2.0796, 0.8829)

Entry 3:
Computed, not measured: a structure of composition C7H10ErN2O2, with ωB97M-V with the def2-TZVPD basis set.

Results
⟨S²⟩ = 3.77
Relative energy (zero: lowest compared OMol25 entry of this formula, charge and spin) = 388.5 kJ/mol
Net charge = -1
Multiplicity = 4

Geometry (Å):
C (-0.4610, 1.1022, -1.7090)
C (0.9591, 1.1465, -1.3982)
C (1.1307, 2.1765, -0.4142)
C (-0.1232, 2.7213, -0.1259)
C (-1.1114, 2.0674, -0.8798)
Er (-0.6967, -0.5687, 0.3378)
N (-3.0315, -0.7786, 0.1439)
C (0.3539, -2.5103, 0.1418)
C (1.6266, -2.0161, 0.0499)
H (2.1040, 2.6211, -0.1496)
H (1.7393, 0.6914, -1.9933)
H (-0.2786, 3.6818, 0.4323)
H (-2.1536, 2.3570, -0.9542)
H (-0.9116, 0.5050, -2.4970)
H (1.9858, -1.6246, -0.9114)
H (-0.2964, -2.7530, 1.0429)
H (-3.4634, -1.6566, -0.1013)
H (2.4257, -2.1219, 0.7941)
H (-0.3499, -2.5132, -0.7611)
O (0.3618, -1.6895, 3.6779)
N (0.4836, -0.9276, 2.7604)
O (-0.2932, 0.0898, 2.5141)

Entry 4:
Computed, not measured: a structure of composition C51H49AsN8Rb, with ωB97M-V with the def2-TZVPD basis set.

Results
Relative energy (zero: lowest compared OMol25 entry of this formula, charge and spin) = 156.4 kJ/mol
Net charge = -1

Geometry (Å):
Rb (1.1431, -0.1414, 1.3513)
C (4.1775, 0.4213, -2.3879)
C (4.3197, -0.7937, -3.0483)
C (3.8919, -1.9647, -2.4093)
C (3.5515, -1.8978, -1.0142)
N (3.3993, -0.6813, -0.4019)
C (3.6847, 0.4237, -1.0981)
C (3.2188, -3.1227, -0.2413)
C (3.6794, -4.4072, -0.6059)
C (3.2037, -5.4857, 0.1431)
C (2.3542, -5.2656, 1.2277)
C (1.9237, -3.9183, 1.5073)
N (2.4395, -2.9137, 0.8137)
C (0.9332, -3.6820, 2.5352)
C (0.7373, -4.5291, 3.6477)
C (-0.4180, -4.4119, 4.3868)
C (-1.1498, -3.1818, 4.3113)
C (-0.7902, -2.2966, 3.3048)
N (0.1962, -2.5543, 2.4234)
H (4.5377, 1.3485, -2.8399)
H (4.7801, -0.9110, -4.0480)
H (3.9306, -2.8790, -2.9426)
H (3.5099, 1.4027, -0.6190)
H (4.3141, -4.6021, -1.4680)
H (3.4334, -6.4879, -0.1602)
H (1.9188, -6.0908, 1.7248)
H (1.5476, -5.2466, 3.8439)
H (-0.6954, -5.2105, 5.1198)
H (-1.9280, -2.9109, 5.0224)
H (-1.2274, -1.2912, 3.1916)
N (-3.8041, 2.4545, 4.3689)
C (-2.4596, 2.6569, 4.1832)
C (-1.6732, 1.7179, 3.4235)
N (-0.3499, 1.7872, 3.5111)
C (0.2029, 2.7650, 4.2501)
C (-0.5671, 3.7444, 4.8307)
N (-1.8986, 3.7178, 4.8100)
H (-4.3285, 1.7726, 3.8197)
H (-4.2772, 3.2828, 4.7229)
H (-2.0704, 0.9239, 2.8075)
H (1.2959, 2.7251, 4.4285)
H (-0.1265, 4.5805, 5.3476)
C (3.4880, 0.2254, 3.8780)
C (4.0741, -0.5922, 4.8239)
C (3.3169, -1.0637, 5.9122)
C (3.8447, -1.9982, 6.8254)
C (5.1540, -2.4980, 6.6223)
C (5.9727, -1.9571, 5.6206)
C (5.4723, -1.0293, 4.7528)
C (5.5906, -3.5682, 7.4379)
N (5.9664, -4.5192, 7.9782)
H (3.9839, 0.4822, 2.9459)
H (2.5035, 0.6310, 4.0730)
H (2.2341, -0.7731, 5.9847)
H (3.2571, -2.4353, 7.6214)
H (6.9367, -2.4206, 5.4281)
H (6.1124, -0.4798, 4.0443)
C (-0.8332, 6.8871, -4.5099)
C (-0.6355, 5.5293, -3.8663)
C (-0.3269, 4.4122, -4.6715)
C (-0.2607, 3.1169, -4.1638)
C (0.3157, 2.0839, -5.0630)
C (-0.5140, 2.8928, -2.7761)
As (-0.4633, 0.9793, -2.0177)
N (-1.4924, 0.9062, -0.4993)
C (-2.7926, 0.5299, -0.3959)
C (-3.2013, -0.8450, -0.2914)
C (-4.5279, -1.1754, -0.1951)
C (-5.4961, -0.1577, -0.1862)
C (-5.1239, 1.1611, -0.2566)
C (-3.7765, 1.4950, -0.3149)
C (-1.6839, -0.0739, -3.2563)
C (-1.4432, -1.4410, -3.4924)
C (-0.3329, -2.1807, -2.7685)
C (-2.2281, -2.1597, -4.4116)
C (-3.3502, -1.5606, -4.9861)
C (-4.2116, -2.3132, -5.9939)
C (-3.6482, -0.2512, -4.6123)
C (-2.8965, 0.4587, -3.7217)
C (-3.3203, 1.8467, -3.3630)
C (-0.7407, 4.0323, -1.9759)
C (-0.8084, 4.0446, -0.4970)
C (-0.8067, 5.3032, -2.5023)
H (-1.4608, 6.8835, -5.4231)
H (0.2257, 7.2635, -4.7924)
H (-1.3017, 7.5486, -3.7282)
H (-0.1247, 4.5368, -5.7410)
H (0.5796, 2.5265, -6.0590)
H (-0.2634, 1.2024, -5.1625)
H (1.3074, 1.6942, -4.7174)
H (-2.4318, -1.5809, -0.3716)
H (-4.9552, -2.1384, -0.2692)
H (-6.5288, -0.4652, -0.0914)
H (-5.8537, 1.9452, -0.3477)
H (-3.5473, 2.5688, -0.2872)
H (0.6244, -1.7581, -2.9929)
H (-0.2608, -3.2565, -3.0342)
H (-0.4602, -1.9545, -1.7111)
H (-1.9788, -3.1818, -4.6286)
H (-4.2660, -3.4029, -5.7904)
H (-3.8247, -2.1906, -6.9722)
H (-5.2229, -1.8890, -5.9626)
H (-4.5328, 0.1950, -5.0704)
H (-4.4008, 1.9386, -3.2984)
H (-2.8961, 2.6188, -4.0592)
H (-2.9687, 2.1121, -2.3203)
H (-1.3207, 3.1784, -0.0131)
H (-1.2525, 4.9972, -0.1267)
H (0.2235, 4.0974, -0.1080)
H (-0.9769, 6.1394, -1.8552)

Entry 5:
Computed, not measured: a structure of composition C2BrCl3, with ωB97M-V with the def2-TZVPD basis set.

Results
Relative energy (zero: lowest compared OMol25 entry of this formula, charge and spin) = 500.0 kJ/mol

Geometry (Å):
C (0.7518, 0.8314, 0.0380)
C (-0.0621, -2.3775, -1.0087)
Cl (0.8100, 0.7127, 1.6872)
Cl (-0.5028, 1.9176, -0.4480)
Cl (-1.0143, -2.8702, 0.1734)
Br (-0.9701, -1.2899, -2.3331)

Entry 6:
Computed, not measured: a structure of composition C23H49InNO, with ωB97M-V with the def2-TZVPD basis set.

Results
Calculated total energy = -1225.60243 Ha
Net charge = -1

Geometry (Å):
C (-6.1499, 0.3473, 2.8887)
C (-6.0751, 1.8661, 2.5509)
C (-5.3353, 2.6603, 3.6825)
C (-3.8672, 3.0430, 3.3090)
C (-2.9057, 1.8280, 3.4995)
C (-2.7913, 0.9233, 2.2459)
C (-1.7088, 1.3833, 1.2287)
C (-0.2501, 1.1784, 1.7640)
C (0.2320, -0.2830, 1.4968)
C (1.7260, -0.3985, 1.0633)
In (2.0724, -0.9535, -1.0774)
C (3.5989, 0.5344, -1.8756)
C (4.7800, -0.2018, -2.6021)
C (6.0651, 0.6626, -2.5055)
C (7.3800, -0.0998, -2.8856)
N (8.5447, 0.6166, -2.2633)
C (0.1983, -0.8165, -2.3611)
C (-0.4796, 0.5809, -2.3474)
C (-2.0355, 0.6801, -2.5333)
C (-2.8589, -0.6327, -2.6607)
C (-3.6845, -0.9670, -1.3675)
C (-2.9540, -1.9332, -0.3914)
C (2.7962, -3.1042, -1.3629)
C (4.0881, -3.3074, -0.4916)
C (3.7834, -3.8039, 1.0607)
O (4.2957, -2.3923, 0.5317)
H (-6.0154, -0.2481, 1.9659)
H (-7.1168, 0.0525, 3.3245)
H (-5.3136, 0.0555, 3.5439)
H (-5.5129, 1.9892, 1.6111)
H (-7.0773, 2.3034, 2.4134)
H (-5.3578, 2.0768, 4.6206)
H (-5.9146, 3.5824, 3.8878)
H (-3.5521, 3.8627, 3.9791)
H (-3.8254, 3.4441, 2.2803)
H (-3.2325, 1.1792, 4.3334)
H (-1.9293, 2.2432, 3.8080)
H (-3.7397, 0.8477, 1.6905)
H (-2.5182, -0.1072, 2.5404)
H (-1.8856, 2.4049, 0.8421)
H (-1.8129, 0.7138, 0.3526)
H (-0.2971, 1.3472, 2.8557)
H (0.3936, 1.9459, 1.3067)
H (-0.4759, -0.7959, 0.8251)
H (0.1466, -0.8042, 2.4754)
H (2.2283, -1.1579, 1.6888)
H (2.2530, 0.5513, 1.2790)
H (3.1139, 1.2643, -2.5466)
H (4.0281, 1.0922, -1.0188)
H (4.9230, -1.2253, -2.2166)
H (4.4971, -0.2585, -3.6703)
H (6.1866, 1.0733, -1.4885)
H (6.0114, 1.5236, -3.2009)
H (7.5316, -0.0561, -3.9793)
H (7.3733, -1.1391, -2.5242)
H (8.6856, 0.1666, -1.3625)
H (8.2341, 1.5718, -2.1144)
H (0.5422, -1.0293, -3.3949)
H (-0.4317, -1.6684, -2.0603)
H (-0.1864, 1.1003, -1.4128)
H (-0.0108, 1.1732, -3.1560)
H (-2.2342, 1.2788, -3.4433)
H (-2.4533, 1.2612, -1.6907)
H (-2.3087, -1.5037, -3.0416)
H (-3.6454, -0.4298, -3.4184)
H (-4.5813, -1.5031, -1.7328)
H (-3.9654, -0.0470, -0.8322)
H (-3.2563, -2.9891, -0.4979)
H (-3.1108, -1.6339, 0.6617)
H (-1.8653, -1.9012, -0.5553)
H (3.1187, -3.2599, -2.4072)
H (2.0736, -3.8432, -0.9981)
H (4.9786, -3.7454, -0.9889)
H (4.5622, -4.6350, 0.8614)
H (4.2808, -3.5339, 2.0087)

Entry 7:
Computed, not measured: the molecule C6H5N, with ωB97M-V with the def2-TZVPD basis set.

Results
Relative energy (zero: lowest compared OMol25 entry of this formula, charge and spin) = 549.1 kJ/mol

Geometry (Å):
C (1.5459, -0.1328, 0.5590)
C (0.8564, 0.3865, -0.5854)
C (-0.4573, -1.0583, 1.9446)
C (0.8363, -0.7518, 1.5195)
C (-1.1281, -0.5594, 0.8764)
C (-0.4767, 0.2713, -0.5655)
N (-1.2481, 0.7111, -1.5533)
H (2.5887, -0.2045, 0.3505)
H (1.3393, 0.7591, -1.4913)
H (-0.6035, -1.4111, 2.9710)
H (-0.9343, 0.9875, -2.4905)
H (-2.3186, 1.0024, -1.5350)

Entry 8:
Computed, not measured: a structure of composition C35H38AsBr2N4ORb, with ωB97M-V with the def2-TZVPD basis set.

Results
Relative energy (zero: lowest compared OMol25 entry of this formula, charge and spin) = 68.4 kJ/mol

Geometry (Å):
Rb (-0.7754, 0.7758, 0.2392)
Br (-0.3843, 4.0476, 3.5973)
C (-2.1779, 4.2562, 2.9899)
C (-2.8976, 5.3565, 3.4714)
C (-4.1853, 5.5596, 3.0828)
Br (-5.1182, 7.0656, 3.7709)
C (-4.8158, 4.6658, 2.1851)
C (-6.1537, 4.8070, 1.7488)
C (-6.6883, 3.9015, 0.8845)
C (-5.8806, 2.8367, 0.4410)
N (-4.6386, 2.6669, 0.8207)
C (-4.0813, 3.5545, 1.6889)
C (-2.6906, 3.2992, 2.0934)
O (-2.0330, 2.2995, 1.6694)
H (-2.4256, 6.0449, 4.1577)
H (-6.7401, 5.6406, 2.1112)
H (-7.7121, 3.9908, 0.5399)
H (-6.2813, 2.1035, -0.2596)
C (-3.7418, 1.8250, -2.4821)
N (-3.2818, 0.4920, -2.1139)
C (-4.1144, -0.0665, -1.0574)
C (-3.2458, -0.3705, -3.2813)
C (-2.6747, -1.7492, -2.9869)
N (-1.4316, -1.7083, -2.2350)
C (-0.3472, -1.1741, -3.0416)
C (-1.0897, -3.0335, -1.7382)
H (-4.7383, 1.8055, -2.9573)
H (-3.0413, 2.2771, -3.1886)
H (-3.7981, 2.4519, -1.5917)
H (-5.1374, -0.2864, -1.4132)
H (-4.1697, 0.6419, -0.2268)
H (-3.6788, -0.9976, -0.6881)
H (-2.6648, 0.1290, -4.0609)
H (-4.2594, -0.5131, -3.6950)
H (-2.5457, -2.2849, -3.9434)
H (-3.3938, -2.3267, -2.4053)
H (-0.0944, -1.8321, -3.8919)
H (0.5485, -1.0687, -2.4320)
H (-0.6114, -0.1892, -3.4323)
H (-0.9362, -3.7648, -2.5513)
H (-1.8889, -3.4024, -1.0918)
H (-0.1710, -2.9904, -1.1607)
C (2.8350, 2.2213, 3.6939)
C (2.2753, 1.8490, 2.3869)
N (1.8358, 1.5549, 1.3675)
H (2.8605, 1.3453, 4.3404)
H (2.2181, 2.9876, 4.1556)
H (3.8469, 2.5994, 3.5695)
C (5.6894, 1.4013, -1.6590)
C (5.8648, 0.7692, -0.4336)
C (4.8552, -0.0242, 0.1004)
C (3.6597, -0.1951, -0.5882)
C (3.4820, 0.4623, -1.8073)
C (4.4927, 1.2481, -2.3468)
As (2.1510, -1.2500, 0.0581)
C (2.8057, -1.8796, 1.7923)
C (2.0262, -1.6469, 2.9237)
C (2.4245, -2.1179, 4.1718)
C (3.6139, -2.8222, 4.2975)
C (4.3959, -3.0683, 3.1726)
C (3.9904, -2.6059, 1.9275)
C (2.5035, -2.9201, -0.9357)
C (3.0413, -2.9201, -2.2187)
C (3.1509, -4.1037, -2.9441)
C (2.7223, -5.3036, -2.3946)
C (2.1843, -5.3170, -1.1121)
C (2.0752, -4.1346, -0.3908)
H (6.4785, 2.0176, -2.0718)
H (6.7915, 0.8958, 0.1136)
H (5.0056, -0.4993, 1.0613)
H (2.5419, 0.3754, -2.3378)
H (4.3396, 1.7510, -3.2945)
H (1.0969, -1.1040, 2.8332)
H (1.8001, -1.9426, 5.0409)
H (3.9269, -3.1902, 5.2674)
H (5.3194, -3.6281, 3.2646)
H (4.5936, -2.8192, 1.0556)
H (3.3951, -1.9985, -2.6613)
H (3.5814, -4.0848, -3.9388)
H (2.8129, -6.2246, -2.9583)
H (1.8512, -6.2502, -0.6709)
H (1.6521, -4.1638, 0.6037)